Arrangement one

{"formula": "C3H11N2OP", "method": "wB97M-V/def2-TZVPD", "charge": 0, "gap_ev": [7.63, 8.49], "species": ["C", "C", "C", "N", "N", "O", "P", "H", "H", "H", "H", "H", "H", "H", "H", "H", "H", "H"], "coordinates": [[0.00, -0.71, -2.82], [-1.33, 1.36, 2.77], [-0.44, 0.21, -1.67], [1.50, -1.26, 1.61], [-0.13, -0.40, -0.38], [2.10, 0.90, 0.11], [0.99, 0.18, 0.72], [1.14, -0.75, -3.03], [-0.43, -1.75, -2.60], [-0.46, -0.25, -3.86], [-0.87, 0.91, 3.62], [-0.81, 2.10, 2.05], [-2.17, 0.87, 2.45], [0.13, 1.18, -1.68], [-1.54, 0.42, -1.85], [2.38, -0.95, 2.03], [0.82, -1.38, 2.36], [-0.88, -0.66, 0.16]], "nbo_charge": [-0.62, -0.56, -0.24, -1.12, -0.96, -1.06, 1.83, 0.23, 0.21, 0.20, 0.17, 0.19, 0.15, 0.21, 0.20, 0.39, 0.38, 0.38]}

Arrangement two

{"formula": "C3H11N2OP", "method": "wB97M-V/def2-TZVPD", "charge": 0, "gap_ev": 8.91, "species": ["C", "C", "C", "N", "N", "O", "P", "H", "H", "H", "H", "H", "H", "H", "H", "H", "H", "H"], "coordinates": [[-2.29, 0.12, -0.86], [2.43, 0.95, 0.51], [-1.77, -0.06, 0.51], [1.08, -2.25, 0.03], [-0.47, 0.69, 0.75], [0.69, 0.58, -1.66], [0.82, 0.30, -0.21], [-1.68, -0.50, -1.62], [-3.40, -0.16, -1.18], [-2.16, 1.21, -1.25], [2.56, 1.97, 0.16], [2.25, 0.85, 1.67], [3.23, 0.35, 0.11], [-2.50, 0.53, 1.14], [-1.70, -1.12, 0.74], [1.18, -2.23, -1.00], [2.02, -2.12, 0.40], [-0.30, 0.89, 1.74]], "nbo_charge": [-0.65, -0.97, -0.23, -1.06, -0.99, -1.06, 2.02, 0.23, 0.24, 0.23, 0.25, 0.24, 0.26, 0.20, 0.22, 0.34, 0.32, 0.42]}

Which of them is most stable, and which least? Most stable: arrangement two; least stable: arrangement one.

Arrangement one

{"formula": "C28H32BrNO8", "method": "wB97M-V/def2-TZVPD", "smiles": "COC(=O)CCC(=O)O[C@]1(C)C(=O)C2=CN(CCCOC(C)C)C(c3ccc(OC)cc3)=CC2=C(Br)C1=O", "charge": 0, "gap_ev": 7.45, "species": ["C", "O", "C", "O", "C", "C", "C", "O", "O", "C", "C", "C", "O", "C", "C", "N", "C", "C", "C", "O", "C", "C", "C", "C", "C", "C", "C", "C", "O", "C", "C", "C", "C", "C", "C", "Br", "C", "O", "H", "H", "H", "H", "H", "H", "H", "H", "H", "H", "H", "H", "H", "H", "H", "H", "H", "H", "H", "H", "H", "H", "H", "H", "H", "H", "H", "H", "H", "H", "H", "H"], "coordinates": [[-0.05, -3.48, -0.62], [0.10, -2.96, -1.93], [0.66, -1.77, -2.09], [1.07, -1.08, -1.19], [0.72, -1.38, -3.56], [-0.66, -1.50, -4.22], [-1.61, -0.53, -3.54], [-1.50, 0.67, -3.60], [-2.53, -1.17, -2.84], [-3.58, -0.41, -2.19], [-4.78, -0.32, -3.10], [-3.07, 0.96, -1.76], [-3.63, 2.00, -2.05], [-1.93, 0.87, -0.83], [-0.98, 1.84, -0.80], [0.06, 1.82, 0.06], [1.17, 2.72, -0.17], [2.14, 2.13, -1.20], [3.49, 2.84, -1.11], [4.02, 2.58, 0.17], [5.37, 2.97, 0.37], [5.85, 2.24, 1.61], [5.52, 4.49, 0.53], [0.14, 0.82, 0.99], [1.25, 0.81, 1.95], [1.36, 1.79, 2.94], [2.39, 1.76, 3.84], [3.36, 0.75, 3.79], [4.34, 0.82, 4.72], [5.32, -0.19, 4.74], [3.25, -0.23, 2.81], [2.20, -0.20, 1.90], [-0.81, -0.16, 1.04], [-1.88, -0.22, 0.10], [-2.85, -1.20, 0.06], [-2.96, -2.51, 1.45], [-3.86, -1.30, -0.93], [-4.81, -2.05, -0.91], [-1.06, -3.89, -0.54], [0.09, -2.69, 0.12], [0.68, -4.27, -0.46], [1.42, -2.06, -4.06], [1.09, -0.36, -3.63], [-1.05, -2.51, -4.12], [-0.58, -1.22, -5.27], [-4.51, 0.17, -4.03], [-5.56, 0.26, -2.61], [-5.16, -1.32, -3.30], [-1.02, 2.65, -1.51], [1.72, 2.86, 0.77], [0.78, 3.68, -0.50], [1.74, 2.24, -2.21], [2.28, 1.07, -0.99], [4.17, 2.45, -1.89], [3.37, 3.92, -1.28], [5.97, 2.65, -0.50], [6.90, 2.44, 1.79], [5.71, 1.17, 1.48], [5.27, 2.55, 2.47], [5.23, 5.01, -0.37], [6.55, 4.73, 0.76], [4.89, 4.83, 1.35], [0.61, 2.57, 3.00], [2.48, 2.51, 4.61], [5.98, 0.06, 5.57], [5.91, -0.20, 3.82], [4.89, -1.18, 4.91], [3.97, -1.03, 2.74], [2.13, -0.95, 1.13], [-0.74, -0.91, 1.81]], "nbo_charge": [-0.27, -0.51, 0.82, -0.63, -0.49, -0.49, 0.81, -0.60, -0.49, 0.07, -0.62, 0.60, -0.52, -0.23, 0.13, -0.35, -0.22, -0.42, -0.06, -0.56, 0.11, -0.62, -0.64, 0.23, -0.06, -0.19, -0.26, 0.32, -0.49, -0.25, -0.30, -0.18, -0.23, 0.00, -0.23, 0.02, 0.47, -0.56, 0.21, 0.21, 0.19, 0.24, 0.24, 0.24, 0.24, 0.22, 0.24, 0.24, 0.23, 0.24, 0.21, 0.21, 0.24, 0.17, 0.16, 0.16, 0.21, 0.21, 0.21, 0.21, 0.21, 0.21, 0.22, 0.23, 0.20, 0.18, 0.18, 0.22, 0.24, 0.24]}

Arrangement two

{"formula": "C28H32BrNO8", "method": "wB97M-V/def2-TZVPD", "smiles": "COC(=O)CCC(=O)O[C@]1(C)C(=O)C2=CN(CCCOC(C)C)C(c3ccc(OC)cc3)=CC2=C(Br)C1=O", "charge": 0, "gap_ev": 7.42, "species": ["C", "O", "C", "O", "C", "C", "C", "O", "O", "C", "C", "C", "O", "C", "C", "N", "C", "C", "C", "O", "C", "C", "C", "C", "C", "C", "C", "C", "O", "C", "C", "C", "C", "C", "C", "Br", "C", "O", "H", "H", "H", "H", "H", "H", "H", "H", "H", "H", "H", "H", "H", "H", "H", "H", "H", "H", "H", "H", "H", "H", "H", "H", "H", "H", "H", "H", "H", "H", "H", "H"], "coordinates": [[-4.32, -4.92, 7.58], [-4.08, -3.83, 6.70], [-3.16, -4.03, 5.75], [-2.55, -5.06, 5.63], [-3.01, -2.81, 4.88], [-1.89, -2.98, 3.86], [-1.74, -1.81, 2.93], [-0.84, -1.70, 2.13], [-2.71, -0.91, 3.05], [-2.53, 0.23, 2.19], [-3.77, 1.11, 2.35], [-2.46, -0.27, 0.75], [-3.19, -1.16, 0.37], [-1.53, 0.43, -0.13], [-1.44, 0.04, -1.43], [-0.60, 0.60, -2.32], [-0.40, -0.09, -3.58], [0.33, -1.42, -3.37], [1.74, -1.25, -2.80], [1.65, -0.71, -1.50], [2.62, -1.19, -0.56], [2.18, -0.70, 0.81], [4.03, -0.69, -0.89], [0.19, 1.66, -1.92], [1.01, 2.37, -2.90], [0.46, 2.91, -4.06], [1.24, 3.62, -4.95], [2.61, 3.79, -4.71], [3.29, 4.49, -5.65], [4.66, 4.74, -5.46], [3.16, 3.26, -3.55], [2.37, 2.57, -2.66], [0.18, 2.06, -0.62], [-0.63, 1.44, 0.37], [-0.55, 1.70, 1.72], [0.76, 2.89, 2.41], [-1.32, 1.02, 2.71], [-1.10, 1.07, 3.91], [-4.65, -5.80, 7.02], [-5.10, -4.59, 8.27], [-3.41, -5.18, 8.12], [-2.83, -1.94, 5.52], [-3.97, -2.63, 4.38], [-2.07, -3.87, 3.26], [-0.94, -3.13, 4.37], [-3.87, 1.41, 3.39], [-4.65, 0.55, 2.05], [-3.68, 2.00, 1.72], [-2.07, -0.76, -1.78], [0.20, 0.54, -4.24], [-1.37, -0.27, -4.04], [0.40, -1.94, -4.33], [-0.25, -2.05, -2.68], [2.23, -2.23, -2.78], [2.32, -0.58, -3.45], [2.61, -2.29, -0.58], [2.19, 0.38, 0.84], [2.85, -1.08, 1.57], [1.17, -1.05, 1.03], [4.34, -1.02, -1.88], [4.73, -1.09, -0.16], [4.07, 0.39, -0.85], [-0.60, 2.81, -4.26], [0.82, 4.05, -5.85], [4.98, 5.32, -6.32], [5.24, 3.81, -5.41], [4.84, 5.32, -4.55], [4.21, 3.39, -3.33], [2.80, 2.16, -1.76], [0.81, 2.89, -0.33]], "nbo_charge": [-0.26, -0.51, 0.80, -0.60, -0.51, -0.49, 0.83, -0.61, -0.48, 0.07, -0.61, 0.60, -0.56, -0.27, 0.15, -0.36, -0.22, -0.42, -0.06, -0.57, 0.11, -0.62, -0.63, 0.26, -0.13, -0.17, -0.26, 0.31, -0.49, -0.25, -0.26, -0.18, -0.29, 0.14, -0.30, 0.04, 0.50, -0.57, 0.19, 0.20, 0.19, 0.25, 0.25, 0.25, 0.25, 0.24, 0.23, 0.22, 0.24, 0.23, 0.21, 0.22, 0.21, 0.18, 0.17, 0.16, 0.21, 0.21, 0.24, 0.20, 0.22, 0.20, 0.22, 0.23, 0.20, 0.18, 0.18, 0.22, 0.23, 0.25]}

Which of them is most stable, and which least? Most stable: arrangement two; least stable: arrangement one.

Arrangement one

{"formula": "C7H10N2O3", "method": "wB97M-V/def2-TZVPD", "smiles": "CO[C@H]1\\C=C/C=C\\C(N)=[N+](\\[O-])O1", "charge": 0, "gap_ev": [7.51, 7.51], "species": ["C", "O", "C", "C", "C", "C", "C", "C", "N", "N", "O", "O", "H", "H", "H", "H", "H", "H", "H", "H", "H", "H"], "coordinates": [[0.63, -0.56, 3.19], [1.17, -1.12, 2.07], [0.98, -0.52, 0.90], [1.42, -1.51, -0.22], [0.76, -1.53, -1.41], [-0.24, -0.84, -2.12], [-1.12, 0.17, -2.00], [-1.25, 1.17, -1.00], [-1.60, 2.46, -1.40], [-0.60, 1.11, 0.18], [-0.43, 2.08, 0.96], [-0.41, -0.24, 0.71], [0.77, 0.50, 3.50], [0.91, -1.25, 3.95], [-0.55, -0.59, 2.95], [1.43, 0.38, 0.71], [2.21, -2.20, 0.14], [1.21, -2.36, -2.05], [-0.34, -1.29, -3.13], [-1.79, 0.45, -2.89], [-1.61, 2.60, -2.40], [-1.56, 3.09, -0.64]], "nbo_charge": [-0.26, -0.51, 0.33, -0.14, -0.25, -0.19, -0.22, 0.29, -0.81, 0.29, -0.53, -0.39, 0.19, 0.19, 0.18, 0.16, 0.23, 0.21, 0.21, 0.21, 0.41, 0.43]}

Arrangement two

{"formula": "C7H10N2O3", "method": "wB97M-V/def2-TZVPD", "charge": 0, "gap_ev": [8.68, 8.57], "species": ["C", "C", "C", "C", "C", "C", "C", "N", "N", "O", "O", "O", "H", "H", "H", "H", "H", "H", "H", "H", "H", "H"], "coordinates": [[1.72, 1.63, -0.56], [2.37, -0.61, -0.04], [-0.15, 0.08, -0.68], [1.99, -1.87, 0.61], [-2.94, -0.47, -0.64], [-2.41, 0.97, -0.65], [1.22, 0.37, -0.19], [2.25, 2.51, -1.02], [0.83, 0.76, 2.01], [3.42, -0.33, -0.48], [-0.37, -0.94, -1.29], [-0.95, 1.02, -0.38], [1.10, -2.16, 0.06], [1.61, -1.65, 1.68], [2.75, -2.51, 0.77], [-2.79, -1.01, 0.24], [-3.97, -0.39, -0.67], [-2.49, -0.94, -1.46], [-2.81, 1.57, 0.15], [-2.56, 1.45, -1.57], [1.85, 0.92, 2.10], [0.32, 1.60, 2.00]], "nbo_charge": [0.22, 0.56, 0.76, -0.73, -0.64, -0.04, -0.11, -0.24, -0.72, -0.48, -0.59, -0.48, 0.26, 0.26, 0.23, 0.22, 0.21, 0.25, 0.20, 0.19, 0.34, 0.34]}

Which of them is most stable, and which least? Most stable: arrangement two; least stable: arrangement one.